ORCA calculation (ωB97M-V/def2-TZVPD) on one molecule with the formula C9H13N at a distorted geometry.

E_LUMO (eV): 1.0
E_tot (hartree): -405.4286
Orbital gap (eV): 8.6329
Charge: 0

```
23
C9H13N | OMol25 | ωB97M-V/def2-TZVPD
C -0.853 -2.137 -0.048
C -0.635 -0.723 0.413
C -1.204 0.534 -0.297
C -2.502 0.998 0.350
C -0.101 1.616 -0.307
C 1.171 0.821 -0.178
C 2.520 1.029 -0.275
C 3.072 -0.243 -0.100
C 2.078 -1.174 0.084
N 0.943 -0.493 0.109
H -0.108 -2.385 -0.786
H -1.779 -2.163 -0.523
H -0.800 -2.849 0.832
H -0.674 -0.520 1.510
H -1.446 0.202 -1.301
H -3.167 0.175 0.309
H -2.964 1.848 -0.256
H -2.425 1.339 1.505
H -0.419 2.282 0.518
H -0.045 2.413 -1.126
H 3.056 1.979 -0.249
H 4.092 -0.234 -0.410
H 2.187 -2.316 0.226
```